Record 1
A 8-piece molecular cluster, C50H95FIN4O11 overall in a non-equilibrium geometry, computed with ωB97M-V/def2-TZVPD.

HOMO level ... -10.5 eV
Electronic energy ... -3405.93924 a.u.
HOMO-LUMO gap ... 7.94 eV
Total charge ... +1

Positions of all 162 atoms, in Å:
C: -2.5605 -8.5431 -3.1944
C: -2.3653 -7.2478 -3.9396
O: -3.0448 -6.2312 -3.6805
N: -1.3796 -7.3295 -4.9183
C: -1.0135 -6.1229 -5.6523
C: 0.0742 -5.2879 -4.9699
C: -0.4707 -4.0129 -4.3268
C: 0.5444 -2.8819 -4.1692
N: 0.9752 -2.3712 -2.7712
C: 1.3587 -0.9194 -3.0204
C: 2.1152 -0.0879 -1.9801
C: 1.3614 1.2100 -1.5970
C: 1.2427 1.4801 -0.0835
C: -0.1524 1.9534 0.3516
N: -0.7736 0.9787 1.2757
C: 2.2050 -3.0550 -2.2760
C: 2.0350 -4.5383 -1.8979
I: 3.2463 -5.6923 -3.3002
C: 2.5908 -4.8331 -0.4774
C: 1.8370 -5.9567 0.1885
O: 1.2415 -5.9317 1.2717
F: 1.9468 -7.0938 -0.5617
O: 0.7008 -4.9235 -1.9998
C: -0.2597 -4.0353 -1.3911
C: -0.1656 -2.5276 -1.7753
C: -0.0145 -1.6879 -0.4725
C: 0.9947 -2.0660 0.5938
O: 0.6618 -2.5670 1.6894
N: -1.3465 -2.1507 -2.4239
C: -1.9635 -1.1006 -2.8271
C: -2.6550 -0.1434 -1.9063
C: -2.2468 -0.8290 -4.2755
H: -1.8833 -8.5737 -2.3422
H: -2.3597 -9.4071 -3.8190
H: -3.5792 -8.5783 -2.8221
H: -0.5595 -7.8085 -4.5540
H: -1.9081 -5.5410 -5.8466
H: -0.6388 -6.4555 -6.6181
H: 0.4663 -5.9161 -4.1762
H: 0.8652 -5.0399 -5.6715
H: -1.0109 -4.2750 -3.4345
H: -1.2470 -3.6449 -4.9966
H: 0.1963 -2.0001 -4.6950
H: 1.4738 -3.1613 -4.6629
H: 1.9800 -0.9750 -3.9115
H: 0.4553 -0.4058 -3.3369
H: 3.0719 0.1892 -2.4153
H: 2.3584 -0.6071 -1.0638
H: 1.8575 2.0570 -2.0640
H: 0.3592 1.1828 -2.0234
H: 1.4406 0.5690 0.4714
H: 1.9678 2.2395 0.1973
H: -0.8121 2.0610 -0.5054
H: -0.1042 2.9415 0.7990
H: -1.7712 0.9475 1.1320
H: -0.6226 1.2366 2.2387
H: 2.5216 -2.5205 -1.3873
H: 2.9936 -2.9028 -3.0035
H: 2.5559 -3.9657 0.1714
H: 3.6310 -5.1486 -0.5284
H: -1.2222 -4.3996 -1.7274
H: -0.2239 -4.1537 -0.3093
H: 0.0982 -0.6318 -0.7012
H: -0.9800 -1.7846 0.0136
H: 2.0711 -1.8761 0.4044
H: -3.7246 -0.1618 -2.0923
H: -2.3102 0.8652 -2.1506
H: -2.4319 -0.3308 -0.8617
H: -3.3237 -0.7624 -4.4231
H: -1.8653 -1.6166 -4.9110
H: -1.8451 0.1472 -4.5425
C: -2.1354 6.3985 -1.9672
C: -0.6169 6.5372 -2.1032
C: -0.1279 5.8179 -0.8517
O: -1.0978 4.7929 -0.5841
C: -2.2654 4.9976 -1.3827
H: -2.6721 6.5105 -2.9080
H: -2.5202 7.1402 -1.2646
H: -0.2756 6.0201 -3.0035
H: -0.2693 7.5673 -2.1514
H: -0.0751 6.4939 0.0030
H: 0.8523 5.3542 -0.9832
H: -2.2961 4.2373 -2.1717
H: -3.1494 4.8695 -0.7599
C: -7.0722 3.3791 -3.1365
C: -7.2142 2.5152 -1.8812
C: -5.7658 2.1257 -1.6140
O: -4.9670 3.2133 -2.0787
C: -5.7651 4.1103 -2.8577
H: -7.9056 4.0593 -3.2974
H: -6.9732 2.7464 -4.0207
H: -7.6036 3.1117 -1.0548
H: -7.8637 1.6520 -2.0123
H: -5.4929 1.2191 -2.1700
H: -5.5549 1.9598 -0.5567
H: -5.9367 5.0243 -2.2798
H: -5.2172 4.3729 -3.7630
C: 0.7746 -12.0626 -4.5951
C: 0.9388 -11.6159 -3.1409
C: 1.1854 -10.1216 -3.3026
O: 0.4561 -9.7279 -4.4740
C: 0.0211 -10.8866 -5.1979
H: 0.2371 -13.0014 -4.7075
H: 1.7521 -12.1702 -5.0681
H: 0.0147 -11.7914 -2.5870
H: 1.7494 -12.1169 -2.6168
H: 2.2474 -9.9050 -3.4559
H: 0.8346 -9.5337 -2.4522
H: -1.0609 -10.9992 -5.0702
H: 0.2286 -10.7378 -6.2566
C: 1.0301 8.8846 3.8016
C: -0.3037 9.3383 3.2020
C: -0.0712 9.0932 1.7163
O: 0.8159 7.9759 1.6299
C: 1.3701 7.6932 2.9206
H: 0.9746 8.6203 4.8549
H: 1.7849 9.6639 3.6880
H: -1.1162 8.7064 3.5672
H: -0.5550 10.3745 3.4203
H: 0.4009 9.9592 1.2402
H: -0.9881 8.8584 1.1717
H: 0.9133 6.7728 3.3044
H: 2.4416 7.5333 2.8218
C: 4.9382 5.7305 5.9816
C: 4.0477 6.3266 7.0739
C: 3.8111 7.7304 6.5398
O: 3.8311 7.6234 5.1103
C: 4.3338 6.3457 4.7251
H: 4.9379 4.6417 5.9588
H: 5.9683 6.0692 6.1104
H: 3.1061 5.7749 7.1324
H: 4.5032 6.3360 8.0599
H: 4.6069 8.4089 6.8592
H: 2.8534 8.1523 6.8471
H: 3.5059 5.7332 4.3459
H: 5.0576 6.4817 3.9201
C: -4.4042 -6.0941 -0.7473
C: -4.9494 -7.0194 0.3448
C: -4.5648 -6.2649 1.6135
O: -4.5977 -4.8767 1.2715
C: -4.6959 -4.7294 -0.1438
H: -4.8643 -6.2292 -1.7211
H: -3.3299 -6.2432 -0.8659
H: -6.0351 -7.0976 0.2630
H: -4.5336 -8.0252 0.3163
H: -3.5523 -6.5273 1.9393
H: -5.2481 -6.4380 2.4442
H: -5.7087 -4.3944 -0.3990
H: -3.9884 -3.9683 -0.4629
C: 6.7830 8.1130 11.6586
C: 7.7330 7.2399 10.8357
C: 6.8106 6.7453 9.7287
O: 5.8550 7.7854 9.5125
C: 5.9299 8.7477 10.5675
H: 7.2897 8.8521 12.2758
H: 6.1668 7.4898 12.3094
H: 8.5364 7.8485 10.4168
H: 8.1824 6.4257 11.4008
H: 6.2831 5.8333 10.0315
H: 7.3325 6.5464 8.7917
H: 6.3944 9.6611 10.1818
H: 4.9188 8.9875 10.8962

These are the Mulliken partial charges, in e, on atoms 1 to 6:
1 C -0.92
2 C 0.63
3 O -0.61
4 N -0.05
5 C -1.15
6 C -0.17



Record 2
C18H23Cl2N3O4ReSbSe4Te as an isolated structure in a non-equilibrium geometry, computed with ωB97M-V/def2-TZVPD.

HOMO level (alpha / beta) ... -4.4 / -4.4 eV
Electronic energy ... -12277.69212 a.u.
<S²> ... 3.77
HOMO-LUMO gap (alpha / beta) ... 6.08 / 5.41 eV
Total charge ... -1
Spin multiplicity ... 4

Positions of all 57 atoms, in Å:
Re: -0.1550 -1.3404 0.0972
C: 1.2239 -0.9557 -2.7246
C: 2.0702 -0.1427 -3.7321
N: 2.1689 1.2557 -3.3154
C: 2.8997 1.3098 -2.0545
C: 2.2364 0.3829 -1.0064
N: 0.9380 -0.1151 -1.5332
C: 0.1071 1.0451 -1.9532
C: 0.8219 1.7916 -3.1060
H: 1.7254 -1.8623 -2.3906
H: 0.2712 -1.2505 -3.1533
H: 1.6199 -0.1774 -4.7252
H: 3.0832 -0.5422 -3.8110
H: 2.9065 2.3452 -1.7083
H: 3.9336 1.0107 -2.2374
H: 2.0643 0.8970 -0.0642
H: 2.8580 -0.4906 -0.8002
H: -0.0370 1.6820 -1.0811
H: -0.8746 0.6725 -2.2517
H: 0.9049 2.8567 -2.8845
H: 0.2663 1.6866 -4.0386
O: -2.8089 0.5850 0.8094
C: -1.7959 1.0280 1.2700
N: -0.5161 0.4317 1.1767
C: 0.3666 1.1753 1.9267
O: 1.5401 0.9156 2.1366
C: -0.3464 2.3797 2.4602
C: 0.1136 3.4534 3.1964
C: -0.8123 4.4403 3.5198
C: -2.1445 4.3451 3.1115
C: -2.5932 3.2589 2.3680
C: -1.6585 2.2919 2.0588
H: 1.1480 3.5218 3.5059
H: -0.4954 5.2996 4.0967
H: -2.8371 5.1328 3.3785
H: -3.6174 3.1612 2.0329
C: 3.4378 -1.4620 2.4998
Te: 1.9247 -2.5515 1.4856
C: 0.7322 -2.7758 3.2308
H: 3.0277 -0.5538 2.9256
H: 4.2180 -1.2204 1.7809
H: 3.8415 -2.1229 3.2639
H: 1.1947 -3.4999 3.8967
H: -0.2499 -3.1242 2.9164
H: 0.6473 -1.8010 3.7056
Cl: -2.8672 -3.7267 1.1840
C: -1.9815 -3.3294 -1.7112
Cl: -1.9979 -2.3506 -3.1964
C: -0.5702 -3.8821 -1.5262
O: -0.2707 -4.9598 -1.9735
O: 0.2759 -3.0935 -0.8824
H: -2.7674 -4.0732 -1.7961
Se: -5.4990 -3.3221 -2.0817
Sb: -5.0414 -1.2496 -0.9744
Se: -2.3307 -2.0467 -0.2539
Se: -4.3754 0.6420 -2.2929
Se: -5.9243 -0.9761 1.2258

These are the natural (NBO) partial charges, in e, on atoms 1 to 6:
1 Re 0.85
2 C -0.27
3 C -0.25
4 N -0.41
5 C -0.25
6 C -0.27